2 unconnected molecules or ions with the total composition C6H13O2, computed with ωB97M-V with the def2-TZVPD basis set.

LUMO energy (spin up / spin down) (eV): 0.7862 / -3.1440
ΔE to the lowest compared entry with this formula, charge and spin (eV): 0.686
Multiplicity: 2
Gap between HOMO and LUMO (spin up / spin down) (Eh): 0.423 / 0.276
E_HOMO (spin up / spin down) (Eh): -0.3940 / -0.3911

Bonds (Å) are listed after each position.
Atoms and positions in Å:
1 O 0.17 -2.07 -3.17  C6 1.207
2 O 0.77 -2.40 -0.99  C6 1.271
3 C 0.28 0.86 2.03  C5 1.558, C8 1.523, H15 1.092, H16 1.091
4 C -0.85 -0.78 -1.35  C6 1.622, C7 1.496, H13 1.096, H14 1.088
5 C 1.43 -0.18 2.09  C3 1.558, H10 1.086, H17 1.089, H18 1.091
6 C 0.15 -1.89 -1.98  O1 1.207, O2 1.271, C4 1.622
7 C -1.84 -0.36 -2.38  C4 1.496, H9 1.103, H19 1.087, H21 1.092
8 C 0.70 2.08 1.22  C3 1.523, H11 1.090, H12 1.089, H20 1.104
9 H -2.47 -1.21 -2.70  C7 1.103
10 H 2.39 0.29 1.87  C5 1.086
11 H 0.04 2.37 0.40  C8 1.090
12 H 1.00 2.92 1.85  C8 1.089
13 H -1.34 -1.29 -0.51  C4 1.096
14 H -0.20 -0.05 -0.85  C4 1.088
15 H -0.59 0.34 1.63  C3 1.092
16 H -0.03 1.04 3.06  C3 1.091
17 H 1.51 -0.71 3.04  C5 1.089
18 H 1.24 -0.97 1.36  C5 1.091
19 H -1.33 -0.15 -3.32  C7 1.087
20 H 1.63 1.93 0.65  C8 1.104
21 H -2.65 0.24 -1.95  C7 1.092

These are the natural (NBO) partial charges, in e, on atoms 1 to 6: atom 1 (O): -0.5662, atom 2 (O): -0.2771, atom 3 (C): -0.4149, atom 4 (C): -0.4222, atom 5 (C): -0.6064, atom 6 (C): 0.7354


2 unconnected molecules or ions with the total composition C6H13O2S, computed with ωB97M-V with the def2-TZVPD basis set.

Total charge: -1
LUMO energy (eV): 3.1906
ΔE to the lowest compared entry with this formula, charge and spin (eV): 0.090
Gap between HOMO and LUMO (Eh): 0.268
E_HOMO (Eh): -0.1510

Bonds (Å) are listed after each position.
Atoms and positions in Å:
1 S -1.11 2.18 -1.11  C7 1.806, C9 1.794
2 O 0.11 -1.74 -0.31  C5 1.266
3 O 2.23 -1.76 0.38  C5 1.243
4 C 0.53 -1.01 1.89  C5 1.526, C8 1.517, H11 1.067, H17 1.093
5 C 1.02 -1.53 0.55  O2 1.266, O3 1.243, C4 1.526
6 C 0.09 0.97 -3.26  C7 1.552, H16 1.087, H19 1.092, H20 1.086
7 C -0.10 0.81 -1.73  S1 1.806, C6 1.552, H13 1.083, H18 1.082
8 C 1.53 -1.21 3.01  C4 1.517, H10 1.092, H12 1.095, H15 1.088
9 C -2.34 1.38 -0.08  S1 1.794, H14 1.087, H21 1.083, H22 1.091
10 H 2.31 -0.44 2.98  C8 1.092
11 H -0.36 -1.58 2.05  C4 1.067
12 H 1.06 -1.18 4.00  C8 1.095
13 H 0.86 0.82 -1.23  C7 1.083
14 H -2.90 0.63 -0.64  C9 1.087
15 H 2.00 -2.19 2.98  C8 1.088
16 H -0.70 0.40 -3.73  C6 1.087
17 H 0.19 0.02 1.78  C4 1.093
18 H -0.54 -0.14 -1.46  C7 1.082
19 H 1.03 0.46 -3.51  C6 1.092
20 H 0.15 2.02 -3.53  C6 1.086
21 H -1.93 0.96 0.83  C9 1.083
22 H -3.09 2.14 0.15  C9 1.091

These are the natural (NBO) partial charges, in e, on atoms 1 to 6: atom 1 (S): 0.1330, atom 2 (O): -0.8255, atom 3 (O): -0.7720, atom 4 (C): -0.5244, atom 5 (C): 0.7562, atom 6 (C): -0.6148


A single C6H13O4P molecule, computed with ωB97M-V with the def2-TZVPD basis set.

LUMO energy (eV): 0.5524
SMILES: C[P@@]1(=O)[C@H](CO)[C@H](O)C[C@@H]1O
ΔE to the lowest compared entry with this formula, charge and spin (eV): 2.538
Gap between HOMO and LUMO (Eh): 0.387
E_HOMO (Eh): -0.3669

Bonds (Å) are listed after each position.
Atoms and positions in Å:
1 P 1.07 -0.25 -0.09  O5 1.506, C8 1.870, C9 1.915, C10 1.865
2 O 0.12 -2.32 1.06  C10 1.430, H23 0.974
3 O -1.97 -0.08 1.56  C6 1.441, H22 0.947
4 O 0.92 2.70 0.72  C7 1.340, H16 0.901
5 O 1.93 -0.16 1.14  P1 1.506
6 C -1.64 0.00 0.16  O3 1.441, C8 1.607, C11 1.550, H21 1.118
7 C -0.20 2.03 1.01  O4 1.340, C8 1.517, H13 1.116, H24 1.165
8 C -0.36 0.95 -0.05  P1 1.870, C6 1.607, C7 1.517, H19 1.157
9 C 1.77 0.02 -1.85  P1 1.915, H14 1.087, H15 1.109, H20 1.027
10 C 0.03 -1.79 -0.27  P1 1.865, O2 1.430, C11 1.494, H18 1.123
11 C -1.37 -1.35 -0.55  C6 1.550, C10 1.494, H12 1.161, H17 1.126
12 H -1.47 -1.18 -1.69  C11 1.161
13 H -0.03 1.54 2.00  C7 1.116
14 H 2.77 -0.40 -1.81  C9 1.087
15 H 1.81 1.13 -1.86  C9 1.109
16 H 1.59 2.11 0.81  O4 0.901
17 H -2.09 -2.11 -0.13  C11 1.126
18 H 0.28 -2.62 -0.98  C10 1.123
19 H -0.36 1.54 -1.04  C8 1.157
20 H 1.09 -0.51 -2.41  C9 1.027
21 H -2.56 0.40 -0.32  C6 1.118
22 H -1.16 -0.38 1.95  O3 0.947
23 H 0.93 -2.00 1.50  O2 0.974
24 H -1.12 2.72 1.15  C7 1.165

These are the natural (NBO) partial charges, in e, on atoms 1 to 6: atom 1 (P): 1.8099, atom 2 (O): -0.7393, atom 3 (O): -0.6978, atom 4 (O): -0.7068, atom 5 (O): -1.0922, atom 6 (C): 0.0977


A gas-phase ion, C6H13O4S (charge -1), computed with ωB97M-V with the def2-TZVPD basis set.

Total charge: -1
LUMO energy (eV): 3.4795
SMILES: CCCCCCOS(=O)(=O)[O-]
Gap between HOMO and LUMO (Eh): 0.307
E_HOMO (Eh): -0.1790

Bonds (Å) are listed after each position.
Atoms and positions in Å:
1 S -2.22 -2.04 -0.53  O2 1.708, O3 1.739, O4 1.549, O5 1.564
2 O -1.86 -1.20 0.91  S1 1.708, C9 1.472
3 O -1.82 -3.73 -0.42  S1 1.739
4 O -1.33 -1.47 -1.66  S1 1.549
5 O -3.73 -2.00 -0.93  S1 1.564
6 C -1.33 1.38 0.98  C8 1.655, C9 1.641, H12 1.194, H21 1.194
7 C 3.41 -0.61 -0.18  C11 1.672, H15 1.186, H16 1.170, H19 1.186
8 C -0.24 1.39 -0.27  C6 1.655, C10 1.641, H17 1.171, H23 1.194
9 C -2.43 0.16 0.89  O2 1.472, C6 1.641, H13 1.181, H24 1.194
10 C 1.08 0.56 0.25  C8 1.641, C11 1.659, H14 1.190, H20 1.190
11 C 2.24 0.34 -0.91  C7 1.672, C10 1.659, H18 1.184, H22 1.177
12 H -1.95 2.39 0.97  C6 1.194
13 H -3.13 0.38 -0.03  C9 1.181
14 H 1.56 1.07 1.21  C10 1.190
15 H 3.80 0.03 0.74  C7 1.186
16 H 4.26 -0.93 -0.91  C7 1.170
17 H -0.67 1.03 -1.29  C8 1.171
18 H 2.74 1.36 -1.25  C11 1.184
19 H 2.81 -1.52 0.29  C7 1.186
20 H 0.71 -0.51 0.63  C10 1.190
21 H -0.67 1.28 1.97  C6 1.194
22 H 1.81 -0.15 -1.89  C11 1.177
23 H 0.05 2.54 -0.43  C8 1.194
24 H -3.11 0.27 1.87  C9 1.194

These are the natural (NBO) partial charges, in e, on atoms 1 to 6: atom 1 (S): 2.2643, atom 2 (O): -0.7006, atom 3 (O): -0.9275, atom 4 (O): -0.9707, atom 5 (O): -0.9471, atom 6 (C): -0.4237


no.,F_max (eV/A)
1,1.86
2,1.61
3,5.10
4,8.26